Here is 8 unconnected molecules or ions with the total composition C42H77NO27P at a distorted geometry from the Open Molecules 2025 dataset. Energies are from ωB97M-V/def2-TZVPD.

Total charge   -1
HOMO level   -4.134 eV
Frontier orbital gap   6.037 eV

Last column: Löwdin charge in e.
Cartesian coordinates (Å):
1 C 3.01522 -0.13822 2.21180  -0.120
2 C 3.34203 1.39817 1.90639  -0.243
3 C 3.64571 1.75771 0.37187  -0.106
4 C 2.56027 1.29051 -0.69216  -0.389
5 C 1.08301 1.80354 -0.20767  -0.085
6 C 0.94025 3.39922 -0.20115  -0.155
7 O 1.48160 4.02741 1.03615  -0.113
8 C 0.63972 5.16924 1.24768  -0.237
9 O 0.42815 6.03549 0.37056  0.005
10 O 2.67753 1.91442 -2.01674  -0.332
11 P 2.08171 0.93862 -3.36359  0.444
12 C 0.39827 1.81637 -3.56781  -0.340
13 C -0.88448 0.85333 -3.50676  -0.229
14 C -2.21869 1.79802 -3.44530  -0.223
15 N -3.43211 0.97966 -3.00028  -0.097
16 C -4.41070 1.87945 -2.32588  -0.222
17 C -5.69628 1.16750 -1.68060  -0.068
18 C -6.88503 2.11746 -1.28253  -0.034
19 C -8.17638 1.59748 -0.60872  -0.090
20 C -8.32272 0.07485 -0.29442  -0.084
21 C -7.19455 -0.92292 -0.69614  0.001
22 C -5.90018 -0.34161 -1.37913  -0.182
23 O -4.89567 -1.29845 -1.71406  -0.059
24 O 1.56716 -0.34109 -2.31222  -0.337
25 C 2.27041 -0.24736 -1.02651  -0.311
26 C 3.39765 -1.37233 -0.99374  -0.042
27 C 4.88517 -0.68597 -1.52693  -0.153
28 C 6.04756 -1.83011 -1.99786  -0.067
29 O 6.07245 -0.94233 -0.63132  -0.230
30 H 3.83252 -0.87400 1.91608  0.069
31 H 2.85615 -0.22423 3.35703  0.078
32 H 1.98178 -0.39362 1.75974  0.069
33 H 2.54819 2.11523 2.34606  0.101
34 H 4.31106 1.64675 2.49364  0.104
35 H 4.72415 1.43508 0.15971  0.117
36 H 3.66590 2.91634 0.32044  0.113
37 H 0.24325 1.35857 -0.86767  0.118
38 H 0.82805 1.42876 0.86100  0.122
39 H 1.32390 3.89880 -1.15568  0.138
40 H -0.19688 3.61727 -0.17098  0.124
41 H 0.19739 5.28330 2.30646  0.166
42 H 1.63333 0.15423 -4.52069  -0.016
43 H 2.58422 2.06780 -4.15493  -0.020
44 H 3.38662 0.36482 -3.71573  -0.027
45 H 0.34148 2.37050 -4.58290  0.090
46 H 0.27023 2.61925 -2.75980  0.052
47 H -0.91030 0.20619 -4.45521  0.111
48 H -0.93674 0.20710 -2.56261  0.070
49 H -1.99605 2.56014 -2.59940  0.100
50 H -2.39786 2.36102 -4.42074  0.117
51 H -3.04111 0.40280 -2.22512  0.071
52 H -4.80015 2.65941 -3.07307  0.126
53 H -3.88246 2.46214 -1.46938  0.123
54 H -6.79226 3.23455 -1.48373  0.079
55 H -9.03966 2.28782 -0.30709  0.080
56 H -9.24924 -0.35871 0.22332  0.081
57 H -7.25772 -2.05080 -0.48096  0.096
58 H -5.28694 -1.87196 -2.40991  0.112
59 H 1.46116 -0.68749 -0.31889  0.131
60 H 3.11612 -2.14247 -1.80540  0.127
61 H 3.61616 -1.83805 0.02134  0.101
62 H 4.82301 0.33767 -2.15554  0.144
63 H 6.65455 -2.53731 -1.35037  0.068
64 H 5.15725 -2.59665 -2.05094  0.053
65 C 8.45398 -3.55905 0.46774  -0.036
66 O 8.05767 -4.88214 0.83273  0.008
67 C 9.04841 -5.78594 0.79325  -0.584
68 O 10.19507 -5.57034 0.48600  0.127
69 O 8.53810 -6.97816 1.15688  -0.068
70 C 9.48887 -8.04314 1.16071  -0.045
71 H 7.57586 -2.91516 0.53540  0.082
72 H 9.21245 -3.18018 1.15622  0.102
73 H 8.81942 -3.53656 -0.56137  0.103
74 H 10.28846 -7.84313 1.87717  0.102
75 H 9.89696 -8.19935 0.15944  0.107
76 H 8.97063 -8.95274 1.46785  0.093
77 C -6.65809 6.91867 -1.37205  -0.043
78 O -5.24425 7.04763 -1.50357  0.003
79 C -4.56037 6.79845 -0.37283  -0.581
80 O -5.04075 6.48868 0.69236  0.084
81 O -3.25404 6.95391 -0.63350  0.016
82 C -2.39915 6.71857 0.48762  -0.035
83 H -7.10482 7.14162 -2.34164  0.095
84 H -6.92796 5.89738 -1.09375  0.087
85 H -7.04429 7.63305 -0.64123  0.095
86 H -2.49991 5.68890 0.83917  0.102
87 H -2.61640 7.42530 1.29279  0.096
88 H -1.36966 6.87201 0.16351  0.066
89 C 5.20735 5.12591 2.01487  -0.038
90 O 6.62314 5.26774 1.89954  0.005
91 C 7.29406 5.04322 3.04019  -0.598
92 O 6.80682 4.74481 4.10368  0.118
93 O 8.60537 5.20897 2.79151  -0.003
94 C 9.44538 4.99990 3.92396  -0.054
95 H 4.76888 5.32934 1.03734  0.098
96 H 4.94469 4.10618 2.30492  0.084
97 H 4.80471 5.84746 2.72958  0.099
98 H 9.35095 3.97505 4.29005  0.098
99 H 9.21145 5.71598 4.71511  0.096
100 H 10.47691 5.15964 3.60769  0.091
101 C -10.54714 -6.32493 -1.55428  -0.051
102 O -9.22817 -6.74157 -1.90080  -0.003
103 C -8.35533 -5.73130 -2.05949  -0.599
104 O -8.60124 -4.55644 -1.93460  0.115
105 O -7.16245 -6.25858 -2.38098  0.000
106 C -6.12951 -5.29341 -2.58094  -0.041
107 H -11.16314 -7.21911 -1.45226  0.092
108 H -10.54568 -5.79533 -0.59898  0.098
109 H -10.97338 -5.69970 -2.34206  0.098
110 H -5.95208 -4.72318 -1.66619  0.097
111 H -6.37998 -4.62703 -3.40974  0.098
112 H -5.21539 -5.83100 -2.83453  0.097
113 C 2.30898 -10.61476 1.35154  -0.052
114 O 3.73198 -10.52980 1.32806  -0.007
115 C 4.20610 -9.33138 0.94082  -0.599
116 O 3.54118 -8.37454 0.62862  0.124
117 O 5.54777 -9.38783 0.96305  0.005
118 C 6.19426 -8.17384 0.57134  -0.027
119 H 2.04036 -11.62054 1.67687  0.091
120 H 1.89162 -9.89840 2.06272  0.098
121 H 1.89660 -10.45290 0.35301  0.096
122 H 5.93256 -7.36067 1.25103  0.111
123 H 5.93633 -7.91564 -0.45874  0.112
124 H 7.26112 -8.33546 0.62526  0.049
125 C -1.58745 -2.22987 -1.75963  -0.043
126 O -1.97455 -3.55494 -1.38758  -0.002
127 C -0.97654 -4.45281 -1.42794  -0.599
128 O 0.16629 -4.22984 -1.74041  0.131
129 O -1.47514 -5.64775 -1.05779  -0.013
130 C -0.51675 -6.70373 -1.05509  -0.053
131 H -2.46681 -1.58862 -1.69381  0.059
132 H -0.82719 -1.84532 -1.07563  0.095
133 H -1.22718 -2.21136 -2.79038  0.107
134 H 0.28526 -6.49505 -0.34342  0.099
135 H -0.11234 -6.86000 -2.05775  0.097
136 H -1.02685 -7.61598 -0.74247  0.088
137 C -5.37885 8.27414 2.74162  -0.050
138 O -6.30808 8.61756 3.77264  0.002
139 C -6.01093 8.10300 4.97595  -0.599
140 O -5.06063 7.40561 5.23487  0.123
141 O -6.95832 8.50072 5.84483  -0.007
142 C -6.76815 8.02340 7.17466  -0.054
143 H -5.71697 8.74227 1.81698  0.094
144 H -4.38280 8.65686 2.97851  0.099
145 H -5.35228 7.19687 2.59181  0.081
146 H -5.82740 8.39532 7.58697  0.097
147 H -6.79642 6.93173 7.20027  0.098
148 H -7.58731 8.40437 7.78583  0.091